1.
The following is a DFT calculation (ωB97M-V with the def2-TZVPD basis set) of a molecular structure, C50H58IrN7O2S at a distorted geometry.

Each line ends with the Mulliken charge.
Geometry (Å):
Ir  0.48  -0.49  -0.05  1.149
C  2.88  5.01  -0.53  -1.255
C  3.91  3.85  -0.92  -0.980
C  3.07  2.66  -1.21  0.305
C  2.59  2.27  -2.49  0.188
C  2.91  2.93  -3.84  -0.734
C  4.37  2.67  -4.29  -1.474
C  1.60  1.29  -2.18  -0.446
C  0.67  0.49  -3.03  -1.014
C  -1.59  0.51  -2.29  -1.099
C  -3.05  0.42  -2.52  -0.608
C  -3.68  0.91  -3.77  -0.883
C  -3.56  -0.03  -4.96  -1.339
C  -3.62  -0.15  -1.43  1.028
C  -2.45  -0.73  -0.68  0.656
C  -2.71  -1.77  0.18  -1.349
C  -1.67  -2.54  0.85  0.798
N  -0.41  -2.10  0.91  -0.043
C  0.25  -3.13  1.63  -0.099
C  1.65  -3.11  1.89  -1.388
C  2.34  -1.93  1.92  0.372
N  2.07  -0.80  1.21  -0.091
C  2.91  0.16  1.50  0.994
C  3.03  1.40  0.94  -2.140
C  2.44  1.73  -0.31  1.906
N  1.56  0.91  -0.93  0.071
C  3.92  -0.38  2.34  0.518
C  3.60  -1.66  2.60  0.662
C  4.41  -2.70  3.33  -1.378
C  5.45  -3.33  2.43  -1.139
C  5.07  0.31  2.99  -0.779
C  4.68  0.55  4.41  -1.083
C  -0.72  -4.05  2.15  0.723
C  -1.92  -3.64  1.81  0.118
C  -3.22  -4.19  2.31  -1.208
C  -4.12  -4.86  1.20  -1.293
C  -0.44  -5.17  2.95  -1.241
C  -0.29  -4.81  4.40  -1.151
N  -1.30  -0.23  -1.19  0.675
C  -5.11  -0.29  -1.01  -1.390
C  -5.64  0.41  0.21  -1.038
H  3.01  5.44  0.45  0.288
H  1.87  4.80  -0.73  0.173
H  3.08  5.79  -1.22  0.500
H  4.73  3.57  -0.23  0.446
H  4.39  4.16  -1.83  0.233
H  2.70  3.97  -3.92  0.493
H  2.27  2.43  -4.54  0.383
H  5.15  3.34  -3.96  0.358
H  4.51  2.75  -5.36  0.460
H  4.71  1.68  -4.05  0.359
H  1.02  0.72  -4.06  0.485
H  -3.22  1.87  -4.13  0.023
H  -4.70  1.09  -3.51  0.682
H  -2.61  0.02  -5.55  0.254
H  -4.31  0.16  -5.77  0.410
H  -3.65  -1.06  -4.67  0.311
H  -3.74  -2.06  0.37  0.685
H  2.03  -3.90  2.48  0.537
H  3.87  1.91  1.37  0.388
H  3.68  -3.43  3.70  0.339
H  4.78  -2.19  4.23  0.268
H  4.98  -3.77  1.54  0.277
H  6.03  -4.12  3.02  0.364
H  6.15  -2.60  2.09  0.350
H  5.50  1.28  2.58  0.358
H  5.95  -0.29  3.01  0.334
H  3.69  1.08  4.45  0.217
H  5.42  1.18  4.92  0.406
H  4.60  -0.41  4.90  0.332
H  -3.81  -3.38  2.75  0.479
H  -3.21  -4.91  3.08  0.468
H  -4.05  -4.47  0.16  0.298
H  -5.18  -4.83  1.46  0.345
H  -3.86  -5.89  1.16  0.394
H  0.53  -5.54  2.71  0.412
H  -1.09  -6.06  2.71  0.431
H  0.57  -4.19  4.61  0.278
H  -0.08  -5.72  4.95  0.426
H  -1.21  -4.34  4.79  0.321
H  -5.35  -1.36  -1.01  0.495
H  -5.72  0.02  -1.88  0.474
H  -5.01  0.17  1.08  0.243
H  -6.61  0.08  0.40  0.539
H  -5.61  1.51  0.13  0.104
C  -5.02  3.85  2.12  -1.399
C  -3.92  3.61  1.00  0.008
C  -3.99  4.09  -0.31  -0.627
C  -2.94  3.89  -1.13  -0.521
C  -1.81  3.29  -0.76  0.625
C  -1.64  2.78  0.54  0.599
C  -2.73  2.97  1.36  -0.208
S  -0.54  2.80  -3.19  0.479
O  -1.69  3.27  -3.92  -0.659
O  -0.69  3.12  -1.58  -0.170
N  -0.66  1.06  -3.06  0.911
C  0.82  -1.01  -2.93  0.686
C  0.57  -1.78  -4.06  -0.601
C  0.69  -3.13  -4.03  -0.781
C  1.04  -3.72  -2.82  -1.066
C  1.23  -2.93  -1.74  -0.093
N  1.01  -1.55  -1.75  0.219
H  -5.64  4.72  1.90  0.407
H  -4.53  4.09  3.05  0.395
H  -5.64  2.98  2.18  0.262
H  -4.92  4.66  -0.59  0.316
H  -2.92  4.36  -2.08  0.622
H  0.49  2.52  0.40  -0.865
H  -2.65  2.74  2.42  0.311
H  0.29  -1.16  -4.92  0.511
H  0.52  -3.69  -4.92  0.498
H  1.07  -4.80  -2.76  0.455
H  1.37  -3.41  -0.84  0.392
C  0.11  3.00  2.48  -1.889
C  -0.22  2.33  1.10  1.294
N  -0.20  0.84  1.17  -0.271
H  -0.65  2.69  3.18  0.439
H  0.19  4.06  2.40  0.318
H  1.05  2.61  2.85  0.462

Results
Calculated total energy ... -2975.9558 Eh
Total charge ... +1
Spin multiplicity ... 6
Maximum force ... 4.787 eV/Å
LUMO energy (spin up / spin down) ... -2.63 / -4.88 eV
Highest occupied orbital energy (spin up / spin down) ... -7.5 / -10.4 eV
<S²> ... 8.808
ΔE to the lowest compared entry with this formula, charge and spin ... 407.8 kJ/mol



2.
The following is a DFT calculation (ωB97M-V with the def2-TZVPD basis set) of 3 unconnected molecules or ions with the total composition C2H12NO2 at a distorted geometry.

Each line ends with the Mulliken charge.
Geometry (Å):
C  0.01  -0.88  1.19  -0.796
N  0.48  -0.78  -0.23  -0.107
C  1.52  0.26  -0.46  -0.738
H  -0.59  -1.78  1.26  0.333
H  0.88  -1.04  1.82  0.351
H  -0.58  -0.02  1.41  0.338
H  -0.31  -0.61  -0.86  0.330
H  0.86  -1.66  -0.57  0.357
H  1.21  1.16  0.07  0.296
H  1.68  0.44  -1.51  0.336
H  2.42  -0.06  0.05  0.352
H  -0.70  2.77  1.33  0.321
H  0.34  2.85  2.44  0.304
O  -0.03  2.25  1.79  -0.638
H  -2.25  -1.64  -1.84  0.317
H  -1.77  -0.97  -3.12  0.310
O  -1.63  -0.98  -2.17  -0.667

Results
Calculated total energy ... -288.3970 Eh
Total charge ... +1
Maximum force ... 1.211 eV/Å
LUMO energy ... -3.06 eV
Highest occupied orbital energy ... -15.3 eV
ΔE to the lowest compared entry with this formula, charge and spin ... 44.7 kJ/mol



3.
The following is a DFT calculation (ωB97M-V with the def2-TZVPD basis set) of a molecular structure, C28H29N13O2SV.

Each line ends with the Mulliken charge.
Geometry (Å):
V  0.63  -0.39  0.00  1.119
C  0.52  1.04  5.30  -0.864
N  0.70  0.25  4.05  0.847
C  0.32  0.56  2.84  -0.581
N  0.77  -0.40  1.99  0.243
C  1.43  -1.29  2.83  -0.663
N  1.39  -0.91  4.06  -0.910
C  0.53  2.51  4.98  0.389
C  -0.44  3.37  5.47  -0.969
C  -0.38  4.73  5.18  -0.878
C  0.62  5.24  4.37  -0.900
C  1.59  4.37  3.86  -0.226
C  1.56  3.02  4.19  0.417
C  2.65  4.87  2.98  0.658
N  2.90  6.07  2.60  -0.485
N  4.00  5.99  1.75  -0.359
C  4.33  4.75  1.68  0.386
O  3.51  3.96  2.43  -0.167
C  5.34  4.10  0.85  -0.385
C  6.30  4.84  0.17  -0.750
C  7.20  4.18  -0.67  -0.781
C  7.11  2.81  -0.86  -0.891
C  6.16  2.07  -0.17  0.646
C  6.02  0.58  -0.36  -0.891
N  4.60  0.28  -0.66  0.714
C  3.65  -0.13  0.13  -0.513
N  2.46  -0.04  -0.52  0.744
C  2.83  0.44  -1.78  -0.782
N  4.09  0.65  -1.88  -0.706
C  5.29  2.72  0.69  0.289
H  1.34  0.74  5.94  0.359
H  -0.42  0.73  5.77  0.445
H  -0.23  1.45  2.58  0.685
H  1.91  -2.21  2.51  0.521
H  -1.23  2.99  6.10  0.488
H  -1.13  5.40  5.59  0.458
H  0.67  6.29  4.14  0.606
H  2.37  2.38  3.85  0.827
H  6.35  5.91  0.30  0.593
H  7.96  4.75  -1.19  0.454
H  7.80  2.32  -1.54  0.471
H  6.28  0.02  0.54  0.275
H  6.61  0.21  -1.19  0.469
H  3.81  -0.46  1.15  0.486
H  2.13  0.60  -2.59  0.482
H  4.56  2.16  1.27  0.761
C  -0.46  -4.03  -2.56  -0.839
N  -1.29  -3.24  -1.62  0.113
C  -2.62  -3.56  -1.38  -0.226
C  -3.37  -2.83  -0.53  -0.985
C  -2.77  -1.71  0.14  0.982
N  -1.47  -1.43  -0.11  0.086
C  -0.81  -2.20  -0.97  0.538
O  0.45  -1.81  -1.11  -0.777
N  -3.46  -0.97  0.97  -0.281
H  -0.99  -4.95  -2.79  0.338
H  0.49  -4.27  -2.10  0.345
H  -0.31  -3.46  -3.48  0.353
H  -3.00  -4.41  -1.91  0.450
H  -4.40  -3.09  -0.35  0.438
H  -4.43  -1.16  1.17  0.276
H  -3.05  -0.17  1.43  0.152
S  -0.39  1.47  -0.57  -0.304
C  0.64  2.89  -0.91  0.388
N  1.56  3.40  -0.13  0.650
C  2.05  4.70  -0.67  -0.137
C  1.30  4.80  -2.02  -0.785
N  0.43  3.60  -1.99  -0.116
H  1.77  3.09  0.81  -0.235
H  3.13  4.67  -0.79  0.138
H  1.78  5.50  0.02  0.365
H  1.97  4.74  -2.88  0.361
H  0.69  5.69  -2.11  0.354
H  -0.25  3.38  -2.71  0.228

Results
Calculated total energy ... -3287.5487 Eh
Total charge ... +4
Spin multiplicity ... 2
Maximum force ... 0.620 eV/Å
LUMO energy (spin up / spin down) ... -14.90 / -14.12 eV
Highest occupied orbital energy (spin up / spin down) ... -17.8 / -17.8 eV
<S²> ... 0.774



4.
The following is a DFT calculation (ωB97M-V with the def2-TZVPD basis set) of a single C38H44N2O8 molecule at a distorted geometry.

Each line ends with the Mulliken charge.
Geometry (Å):
C  -4.22  -1.41  6.03  -0.786
O  -3.08  -2.23  6.37  -0.421
C  -2.11  -2.41  5.44  0.870
C  -2.13  -1.92  4.14  -0.799
C  -0.93  -1.74  3.45  -0.343
C  -0.95  -0.98  2.14  -1.038
C  -0.53  0.49  2.29  0.663
C  -1.20  1.29  3.40  0.224
O  -1.32  1.02  4.60  -0.740
N  -1.65  2.45  2.82  0.409
C  -2.20  3.50  3.63  -1.039
C  -1.34  2.61  1.41  0.154
C  -2.61  2.99  0.62  -1.527
C  -0.28  3.71  1.20  -1.344
N  -0.85  1.27  1.09  0.489
C  -0.26  0.90  -0.09  -0.499
C  -0.29  1.60  -1.25  -0.505
C  0.82  1.48  -2.27  0.329
C  0.89  2.69  -3.25  -0.194
C  2.13  3.04  -3.82  -0.186
C  2.34  4.27  -4.45  -0.989
C  1.28  5.18  -4.55  -0.459
C  0.04  4.86  -4.00  -0.957
C  -0.16  3.60  -3.40  -0.234
C  0.26  -2.22  3.98  -0.428
C  0.28  -2.82  5.24  0.545
O  1.38  -3.14  5.97  -0.424
C  2.68  -2.88  5.40  -0.859
C  -0.94  -3.06  5.91  0.632
O  -0.97  -3.78  7.06  -0.537
C  -0.75  -3.09  8.33  -0.594
H  -4.86  -1.44  6.91  0.254
H  -3.90  -0.38  5.82  0.293
H  -4.74  -1.83  5.16  0.327
H  -3.07  -1.55  3.70  0.280
H  -0.25  -1.46  1.44  0.402
H  -1.96  -1.01  1.70  0.420
H  0.57  0.50  2.47  0.051
H  -2.35  3.12  4.65  0.344
H  -1.53  4.37  3.66  0.301
H  -3.16  3.83  3.22  0.323
H  -3.41  2.25  0.80  0.327
H  -2.95  3.98  0.94  0.497
H  -2.43  3.02  -0.45  0.304
H  0.55  3.56  1.92  0.405
H  0.13  3.68  0.19  0.146
H  -0.75  4.69  1.37  0.442
H  0.34  0.00  0.02  0.605
H  -0.93  2.48  -1.30  -0.775
H  1.76  1.55  -1.69  0.733
H  2.97  2.35  -3.73  0.392
H  3.33  4.51  -4.84  0.420
H  1.45  6.16  -5.01  0.397
H  -0.77  5.59  -4.01  0.393
H  -1.14  3.36  -3.00  0.536
H  1.20  -2.09  3.42  0.379
H  3.38  -3.30  6.12  0.249
H  2.80  -3.37  4.43  0.326
H  2.85  -1.80  5.30  0.344
H  -0.87  -3.87  9.08  0.270
H  0.26  -2.67  8.35  0.215
H  -1.51  -2.30  8.46  0.216
C  0.64  -1.52  -6.10  -0.984
C  0.36  -0.06  -5.77  1.595
C  -0.07  0.78  -6.96  -1.775
O  -0.71  0.09  -4.82  -0.281
C  -0.50  -0.24  -3.53  -0.401
O  -1.40  -0.71  -2.87  -0.575
C  0.87  0.11  -2.94  4.672
C  1.19  -1.07  -2.01  -2.477
C  1.68  -2.33  -2.72  -0.272
C  3.05  -2.58  -2.78  -0.254
C  3.55  -3.71  -3.42  -0.765
C  2.66  -4.63  -3.98  -0.516
C  1.28  -4.46  -3.83  -0.579
C  0.79  -3.32  -3.19  -0.147
C  1.95  0.18  -3.99  -1.169
O  3.14  0.06  -3.73  -0.558
O  1.56  0.56  -5.25  -0.214
H  0.96  -2.09  -5.22  -0.114
H  -0.26  -1.98  -6.52  0.407
H  1.44  -1.56  -6.84  0.406
H  -0.33  1.77  -6.59  0.397
H  0.76  0.84  -7.67  0.372
H  -0.94  0.32  -7.43  0.367
H  1.99  -0.73  -1.33  0.739
H  0.27  -1.28  -1.48  0.944
H  3.72  -1.86  -2.32  0.373
H  4.63  -3.85  -3.47  0.397
H  3.06  -5.50  -4.53  0.375
H  0.58  -5.21  -4.21  0.403
H  -0.28  -3.18  -3.04  0.402

Results
Calculated total energy ... -2185.8093 Eh
Total charge ... 0
Maximum force ... 2.120 eV/Å
LUMO energy ... 0.41 eV
Highest occupied orbital energy ... -7.7 eV
ΔE to the lowest compared entry with this formula, charge and spin ... 0.0 kJ/mol



5.
The following is a DFT calculation (ωB97M-V with the def2-TZVPD basis set) of a single C15H19FN6O2S molecule at a distorted geometry.

Each line ends with the Mulliken charge.
Geometry (Å):
C  1.01  0.03  4.61  -1.793
C  0.60  0.28  3.15  1.495
C  1.62  1.14  2.43  -1.747
C  -0.78  0.94  3.09  -1.549
N  0.56  -1.00  2.44  -0.087
C  -0.32  -1.96  2.68  0.378
O  -1.06  -2.10  3.63  -0.649
N  -0.38  -2.98  1.66  -0.064
C  0.27  -3.03  0.48  0.453
O  1.26  -2.37  0.20  -0.648
C  -0.34  -3.98  -0.53  -0.745
S  -1.85  -3.20  -1.23  -0.227
C  -1.36  -1.52  -1.19  0.163
N  -1.19  -0.78  -0.13  -0.106
N  -0.76  0.41  -0.54  -0.441
C  -0.68  0.41  -1.85  0.358
C  -0.22  1.55  -2.63  0.268
C  0.83  2.32  -2.13  -0.391
C  1.29  3.42  -2.82  -0.752
C  0.70  3.79  -4.02  -0.293
C  -0.36  3.06  -4.53  -0.682
C  -0.81  1.96  -3.82  0.676
F  -1.88  1.28  -4.31  -0.364
N  -1.06  -0.81  -2.32  0.585
N  -0.99  -1.32  -3.61  -1.047
H  0.30  -0.64  5.08  0.400
H  1.03  0.97  5.15  0.424
H  2.00  -0.43  4.64  0.388
H  2.60  0.66  2.42  0.398
H  1.30  1.32  1.41  0.264
H  1.72  2.10  2.93  0.479
H  -0.75  1.92  3.54  0.480
H  -1.09  1.03  2.05  0.255
H  -1.51  0.33  3.61  0.402
H  1.05  -1.04  1.55  0.439
H  -1.17  -3.59  1.80  0.287
H  -0.66  -4.92  -0.09  0.469
H  0.36  -4.15  -1.35  0.382
H  1.28  2.03  -1.19  0.389
H  2.11  4.00  -2.42  0.400
H  1.06  4.65  -4.56  0.387
H  -0.85  3.33  -5.45  0.449
H  -1.28  -2.30  -3.58  0.274
H  -1.57  -0.80  -4.25  0.243

Results
SMILES string ... CC(C)(C)NC(=O)NC(=O)CSc1nnc(-c2ccccc2F)n1N
Calculated total energy ... -1560.0930 Eh
Total charge ... 0
Maximum force ... 1.092 eV/Å
LUMO energy ... 0.35 eV
Highest occupied orbital energy ... -9.1 eV
ΔE to the lowest compared entry with this formula, charge and spin ... 0.0 kJ/mol



What is the formula in the third record? C28H29N13O2SV



The lowest maximum force belongs to which entry? C28H29N13O2SV